#one
Entry from OMol25: a 2-piece molecular cluster, C3H9N2S overall (wB97M-V/def2-TZVPD).

Summary:
charge	-1
HOMO level	-2.5	eV
LUMO energy	0.149	hartree

Cartesian coordinates (Å):
C1 -1.276 0.027 2.827
S1 -0.505 0.600 1.280
H1 -1.321 -1.069 2.812
H2 -0.646 0.365 3.653
H3 -2.304 0.390 2.913
C2 1.940 0.225 -1.088
N1 0.890 -0.347 -1.923
C3 -0.409 0.056 -1.684
N2 -1.430 -0.714 -1.791
H4 2.836 0.459 -1.677
H5 1.551 1.176 -0.720
H6 2.156 -0.407 -0.221
H7 0.924 -1.352 -2.013
H8 -0.474 1.128 -1.455
H9 -1.933 -0.537 -0.914


#two
Entry from OMol25: an isolated ion of composition C3H9N2S and charge -1 (wB97M-V/def2-TZVPD).

Summary:
charge	-1
SMILES	NC[C@H](N)C[S-]
HOMO level	-2.6	eV
LUMO energy	0.153	hartree

Cartesian coordinates (Å):
N1 -1.934 0.979 0.385
C1 -1.232 -0.138 -0.263
C2 0.220 -0.461 0.202
N2 0.674 0.499 1.223
C3 1.182 -0.578 -0.992
S1 2.814 -1.174 -0.497
H1 -1.312 1.776 0.330
H2 -1.992 0.798 1.376
H3 -1.236 0.076 -1.341
H4 -1.821 -1.041 -0.153
H5 0.181 -1.439 0.678
H6 1.553 0.085 1.540
H7 1.039 1.309 0.710
H8 0.631 -1.130 -1.761
H9 1.233 0.437 -1.434


Energy above the most stable structure, in kJ/mol: #one 118.8; #two 0.0